Computed, not measured: a molecular structure, C31H28FN2O5PdS2, with ωB97M-V/def2-TZVPD.

Structure (ORCA input):
```
! RIJCOSX wB97M-V def2-TZVPD def2/J DEFGRID3
* xyz -1 1
Pd 0.2548 0.2229 -2.8244
C -0.9765 -4.4117 3.5390
C -0.8909 -2.9215 3.8496
C -0.0189 -2.7104 5.0812
C 0.3355 -1.2488 5.2812
C 1.0671 -0.7539 4.0694
C 2.0845 0.1682 4.1301
C 2.6767 0.6319 2.9579
F 3.6632 1.5499 3.0803
C 2.2849 0.2046 1.7212
C 1.2630 -0.7541 1.6428
C 0.8064 -1.1894 0.3049
O 1.4920 -0.9434 -0.6898
C -0.4570 -1.8816 0.2917
C -0.9066 -2.3795 1.4689
N -0.3630 -2.1636 2.6983
C 0.6669 -1.2411 2.8093
C -1.3299 -2.1364 -0.9409
O -1.9376 -3.2202 -0.9652
O -1.4379 -1.1659 -1.7306
H -1.3278 -4.9467 4.4230
H 0.0113 -4.7940 3.2754
H -1.6542 -4.6368 2.7194
H -1.8967 -2.5379 4.0617
H 0.8989 -3.2957 4.9659
H -0.5485 -3.1154 5.9456
H 0.9406 -1.1047 6.1775
H -0.5818 -0.6646 5.4178
H 2.4233 0.5625 5.0804
H 2.7256 0.5979 0.8146
H -1.7787 -3.0187 1.4355
O 3.5959 0.3695 -2.0057
H 3.0258 -0.1383 -1.4004
H 3.0453 1.1592 -2.1321
O 1.4663 2.4694 -1.0730
S 0.0702 1.9704 -0.8417
C -0.6837 3.3026 0.1291
C -1.8324 3.0288 0.8524
C -2.4263 4.0365 1.6006
C -1.8593 5.3031 1.6256
C -0.6977 5.5596 0.9079
C -0.1008 4.5584 0.1575
C -0.8749 2.2516 -2.3492
C -2.1540 1.7144 -2.4675
C -2.9058 2.0444 -3.5861
C -2.3836 2.8958 -4.5525
C -1.1047 3.4216 -4.4174
C -0.3372 3.1061 -3.3078
H -2.2609 2.0328 0.8297
H -3.3255 3.8292 2.1669
H -2.3191 6.0905 2.2097
H -0.2525 6.5468 0.9378
H 0.8152 4.7242 -0.3952
H -2.5054 0.9900 -1.7438
H -3.8881 1.6093 -3.7169
H -2.9731 3.1322 -5.4299
H -0.6955 4.0597 -5.1905
H 0.6722 3.4727 -3.1762
S 1.0615 0.1588 -5.1517
C 1.1308 -1.3021 -4.2599
N 2.3206 -1.7177 -3.6928
C 2.4685 -2.8849 -3.0166
C 1.4786 -3.8063 -2.9700
C 0.2513 -3.4878 -3.6253
C 0.0905 -2.3016 -4.2568
H 3.0028 -0.9823 -3.5324
H 3.4226 -3.0003 -2.5209
H 1.6127 -4.7267 -2.4232
H -0.5856 -4.1717 -3.5749
H -0.8535 -2.0197 -4.6987
*
```

HOMO-LUMO gap, eV: 5.6
ΔE to the lowest compared entry with this formula, charge and spin, kJ/mol: 65.22
Electronic energy, Eh: -2708.0422
E_HOMO, eV: -3.325

***

Computed, not measured: a molecular structure, C24H19IrN6OSTe, with ωB97M-V/def2-TZVPD.

Structure (ORCA input):
```
! RIJCOSX wB97M-V def2-TZVPD def2/J DEFGRID3
* xyz 0 1
Ir 0.0086 0.2730 -0.6034
C -2.7611 -0.5138 -3.3461
C -3.3696 -1.7471 -2.8308
C -3.4508 -1.9945 -1.5280
C -2.8007 -1.0941 -0.5288
N -2.0991 0.0979 -1.1272
C -2.2399 0.3843 -2.5216
C -1.8657 -1.7984 0.3998
C -2.2864 -2.9059 1.1252
C -1.4215 -3.5259 2.0127
C -0.1411 -3.0198 2.1920
C 0.2597 -1.8895 1.4920
C -0.5975 -1.2626 0.5912
H -2.8088 -0.3008 -4.4043
H -3.8067 -2.4352 -3.5425
H -3.9545 -2.8733 -1.1496
H -1.9107 1.3671 -2.8225
H -3.2967 -3.2773 1.0054
H -1.7412 -4.4061 2.5551
H 0.5484 -3.5033 2.8724
H 1.2549 -1.4918 1.6564
N 0.7862 1.5751 2.1037
C 1.6709 2.0616 1.2007
C 2.6004 3.0573 1.5417
C 3.4557 3.5330 0.5800
C 3.4066 3.0106 -0.7145
C 2.4767 2.0396 -0.9804
N 1.6240 1.5774 -0.0500
H 0.8579 1.8246 3.0722
H 0.1985 0.7942 1.8455
H 2.6288 3.4256 2.5581
H 4.1758 4.3016 0.8291
H 4.0770 3.3490 -1.4896
H 2.3947 1.5880 -1.9605
N -1.5588 4.2391 0.1040
C -1.6821 2.9469 -0.2691
O -0.8081 2.4460 -1.0352
C -2.7909 2.1984 0.2039
C -3.6805 2.7830 1.1375
N -4.3514 3.3451 1.8897
C -2.9133 0.8338 -0.1460
N -3.6214 -0.1551 0.2892
H -2.2116 4.6589 0.7435
H -0.7238 4.7316 -0.1560
Te 1.2941 -1.2996 -2.2737
C 2.7683 -2.0335 -0.9702
C 3.2164 -3.3189 -0.8805
C 4.2335 -3.4958 0.1012
C 4.5490 -2.3359 0.7345
S 3.6162 -1.0255 0.1409
H 2.8223 -4.1216 -1.4880
H 4.6927 -4.4472 0.3279
H 5.2766 -2.1702 1.5130
*
```

HOMO-LUMO gap, eV: 6.3
ΔE to the lowest compared entry with this formula, charge and spin, kJ/mol: 364.62
Electronic energy, Eh: -2100.2159
E_HOMO, eV: -7.412

***

Computed, not measured: a molecular structure, C26H20Br2N5NiO, with ωB97M-V/def2-TZVPD.

Structure (ORCA input):
```
! RIJCOSX wB97M-V def2-TZVPD def2/J DEFGRID3
* xyz 1 3
Ni 3.0096 2.2613 0.2951
C 2.9061 8.0320 0.1539
C 3.6250 6.7206 -0.0126
C 5.0023 6.6388 -0.1655
C 5.6210 5.4054 -0.3018
C 4.8058 4.3004 -0.2783
Br 5.5174 2.5481 -0.4135
N 3.4884 4.3260 -0.1362
C 2.9184 5.5261 -0.0033
H 3.5995 8.8682 0.0970
H 2.4005 8.0771 1.1195
H 2.1518 8.1642 -0.6224
H 5.6016 7.5414 -0.1718
H 6.6907 5.3061 -0.4120
H 1.8455 5.5396 0.1343
C -7.0114 -7.0013 -0.2488
O -5.6083 -7.2197 -0.1866
C -4.7998 -6.1424 -0.1606
C -5.2438 -4.8236 -0.1917
C -4.3154 -3.7915 -0.1613
C -2.9524 -4.0475 -0.1005
C -2.5239 -5.3773 -0.0711
C -3.4310 -6.4098 -0.1005
C -1.9478 -2.9818 -0.0696
N -0.6466 -3.1705 -0.0437
C -0.1009 -1.9183 -0.0238
C -1.0729 -0.9491 -0.0358
N -2.2574 -1.6452 -0.0641
C -0.7853 0.4483 -0.0180
C -1.7316 1.4851 -0.0052
C -1.3069 2.7878 0.0199
C 0.0642 3.0524 0.0276
N 0.9730 2.0978 0.0106
C 0.5719 0.8067 -0.0024
C 1.6069 -0.2043 0.0179
N 2.8881 0.2258 0.0647
C 3.8602 -0.6618 0.1267
C 3.6269 -2.0393 0.1240
C 2.3351 -2.4933 0.0647
C 1.2858 -1.5620 0.0149
H -7.4662 -7.9858 -0.2602
H -7.2855 -6.4646 -1.1588
H -7.3627 -6.4494 0.6250
H -6.2973 -4.5905 -0.2396
H -4.6944 -2.7754 -0.1893
H -1.4622 -5.5807 -0.0241
H -3.1088 -7.4427 -0.0776
H -3.1857 -1.2601 -0.0696
H -2.7904 1.2564 -0.0080
H -2.0088 3.6092 0.0365
H 0.4244 4.0699 0.0477
H 4.8697 -0.2771 0.1946
H 4.4646 -2.7201 0.1751
H 2.0957 -3.5490 0.0648
Br 3.1471 2.4394 2.6138
*
```

HOMO-LUMO gap (alpha / beta), eV: 6.9 / 6.5
<S²>: 2.006
Electronic energy, Eh: -8008.0817
E_HOMO (alpha / beta), eV: -10.152 / -10.154

***

Computed, not measured: a molecular structure, C16H21Cl3OSeTi, with ωB97M-V/def2-TZVPD.

Structure (ORCA input):
```
! RIJCOSX wB97M-V def2-TZVPD def2/J DEFGRID3
* xyz -2 1
C -0.7413 0.3831 -2.1760
C -0.9397 -1.0330 -2.4103
C 0.3439 -1.6743 -2.3620
C -2.1541 -1.7043 -2.9678
C 1.3186 -0.6322 -2.1489
C 0.6378 0.6033 -2.0087
C 1.2767 1.9090 -1.9135
C -1.7235 1.4344 -2.2989
C 0.6331 -3.0623 -2.7755
C 2.7706 -0.7879 -2.3302
Ti -0.6684 -2.0888 -0.5498
Cl -1.3109 -4.0198 -0.1615
Cl -1.8630 -0.5135 0.4739
Cl 1.1823 -1.3074 0.6858
H -3.0101 -1.0004 -3.0218
H -2.4575 -2.5577 -2.3733
H -1.9753 -2.0726 -4.0103
H -0.1597 -3.7607 -2.4555
H 1.5769 -3.4261 -2.3300
H 0.7219 -3.1502 -3.8771
H 3.1390 -1.7480 -1.9408
H 3.3423 0.0253 -1.8472
H 3.0146 -0.7550 -3.4102
H 2.2731 1.8811 -1.4424
H 0.6858 2.6485 -1.3453
H 1.4275 2.3483 -2.9177
H -2.7437 1.1253 -2.0408
H -1.7557 1.8235 -3.3226
H -1.4855 2.3102 -1.6548
O 1.2719 1.6458 2.1507
H 0.9192 0.9043 1.5805
Se -0.6244 -1.4820 3.4438
C -0.3924 0.1396 4.1718
C -1.4346 1.1142 4.0496
C -1.3482 2.3128 4.7152
C -0.2123 2.6461 5.4669
C 0.8717 1.7262 5.5198
C 0.7769 0.5098 4.8878
H -2.2670 0.8710 3.3941
H -2.1758 3.0281 4.6318
H -0.1421 3.5946 5.9848
H 1.7878 2.0012 6.0475
H 1.6132 -0.2096 4.8889
*
```

HOMO-LUMO gap (alpha / beta), eV: 3.0 / 3.0
ΔE to the lowest compared entry with this formula, charge and spin, kJ/mol: 481.50
Electronic energy, Eh: -5328.9683
E_HOMO (alpha / beta), eV: 0.987 / 0.978

***

Computed, not measured: a molecular structure, C31H29AsCaP, with ωB97M-V/def2-TZVPD.

Structure (ORCA input):
```
! RIJCOSX wB97M-V def2-TZVPD def2/J DEFGRID3
* xyz 1 1
Ca -2.4605 3.0103 -0.5194
C -0.5230 4.5293 -1.2412
C -1.2526 5.2437 -0.2637
C -2.5417 5.5090 -0.7851
C -2.6081 4.9606 -2.0843
C -1.3588 4.3538 -2.3684
H 0.5013 4.2001 -1.1538
H -0.8871 5.5691 0.6990
H -3.3239 6.0724 -0.2966
H -3.4525 5.0293 -2.7554
H -1.0876 3.8567 -3.2887
C -0.5187 -0.5057 0.3808
C -1.0893 -0.4623 1.7934
As -1.3873 -2.2306 2.6544
C 0.4157 -2.9443 2.4697
C 0.5799 -4.3256 2.3754
C 1.8491 -4.8842 2.3362
C 2.9718 -4.0691 2.3988
C 2.8173 -2.6955 2.5087
C 1.5459 -2.1365 2.5469
C -2.2602 -3.0683 1.1171
C -3.6462 -2.9424 1.0501
C -4.3523 -3.4382 -0.0393
C -3.6767 -4.0787 -1.0682
C -2.2968 -4.2255 -1.0017
C -1.5914 -3.7218 0.0837
P -0.1554 1.1796 -0.2450
C 0.4811 0.9223 -1.9308
C 1.5616 1.6578 -2.4145
C 1.9653 1.5227 -3.7356
C 1.2918 0.6583 -4.5867
C 0.2162 -0.0792 -4.1127
C -0.1878 0.0505 -2.7919
C 1.2809 1.6866 0.7355
C 1.2107 2.8138 1.5478
C 2.2886 3.1742 2.3463
C 3.4441 2.4091 2.3277
C 3.5258 1.2856 1.5122
C 2.4496 0.9233 0.7201
H -1.2335 -0.9752 -0.2955
H 0.3939 -1.1049 0.3397
H -2.0726 0.0188 1.8037
H -0.4542 0.1164 2.4677
H -0.2876 -4.9742 2.3274
H 1.9611 -5.9581 2.2608
H 3.9621 -4.5051 2.3713
H 3.6875 -2.0538 2.5728
H 1.4535 -1.0609 2.6439
H -4.1839 -2.4681 1.8642
H -5.4301 -3.3427 -0.0738
H -4.2253 -4.4787 -1.9113
H -1.7677 -4.7416 -1.7933
H -0.5166 -3.8483 0.1259
H 2.1039 2.3253 -1.7560
H 2.8109 2.0929 -4.0978
H 1.6103 0.5521 -5.6155
H -0.3058 -0.7629 -4.7697
H -1.0229 -0.5430 -2.4383
H 0.3125 3.4196 1.5539
H 2.2262 4.0511 2.9772
H 4.2866 2.6886 2.9463
H 4.4319 0.6939 1.4929
H 2.5209 0.0489 0.0828
*
```

HOMO-LUMO gap, eV: 6.8
Electronic energy, Eh: -4453.2396
E_HOMO, eV: -10.694

***

Computed, not measured: a molecular structure, C12H20CrN2O2, with ωB97M-V/def2-TZVPD.

Structure (ORCA input):
```
! RIJCOSX wB97M-V def2-TZVPD def2/J DEFGRID3
* xyz 0 5
C -2.3337 1.7188 -2.1102
C 0.5741 -0.2424 -2.6890
C -1.4638 2.7446 -2.1472
H -3.3067 1.8892 -1.6506
C 1.3539 0.6401 -2.0402
H 0.8109 -1.3113 -2.6675
H -1.8227 3.7671 -1.9254
H 2.1326 0.2540 -1.3689
C -0.0521 2.7818 -2.7032
H 0.2189 3.8521 -2.6917
H 0.0474 2.4577 -3.7503
C -1.9371 0.2785 -2.2685
H -2.8397 -0.2356 -2.6217
H -1.6547 -0.2237 -1.3064
C -0.8084 0.0198 -3.2913
H -0.7825 0.7810 -4.0909
H -1.0799 -0.9292 -3.7921
C 1.1072 2.1270 -1.8867
H 2.0666 2.6581 -2.0915
H 0.8997 2.3291 -0.8237
Cr -1.7643 -0.4089 1.7292
H -0.4914 0.3863 1.3160
C 1.6224 -0.9970 4.1897
C 0.4858 -1.2957 3.3132
N -0.5319 -0.4323 3.2559
O -0.2190 0.7564 4.0366
C 0.3918 -2.3072 2.3385
C 1.2426 -3.5093 2.2804
N -0.5956 -2.0257 1.4368
O -0.6574 -2.7320 0.3442
H 1.6019 0.0518 4.5141
H 2.5666 -1.1969 3.6659
H 1.5635 -1.6541 5.0685
H -0.7177 1.4810 3.5890
H 0.6562 -4.3467 1.8728
H 2.1494 -3.3911 1.6566
H 1.5670 -3.7351 3.3094
*
```

HOMO-LUMO gap (alpha / beta), eV: 5.8 / 6.7
ΔE to the lowest compared entry with this formula, charge and spin, kJ/mol: 0.00
<S²>: 6.121
Electronic energy, Eh: -1773.3934
E_HOMO (alpha / beta), eV: -6.808 / -7.776